# 1
Entry from the OMol25 dataset: a molecular structure, C24H38BeBr12F12N2O15S4 at a distorted geometry (wB97M-V/def2-TZVPD).

Results
**Kohn-Sham gap**: 4.28 eV

Each line ends with the Mulliken charge.
Element x y z (Å)
Be -1.321 -2.422 -1.984  1.08
C -0.849 1.263 0.446  -0.01
F -1.813 1.959 1.033  -0.01
F -0.757 1.506 -0.852  -0.23
F 0.360 1.509 0.958  0.10
S -1.209 -0.614 0.692  0.69
O -1.185 -0.863 2.109  0.21
O -2.416 -0.863 -0.080  -0.48
N -0.021 -1.293 -0.309  -0.22
S 1.247 -1.687 0.569  0.98
O 1.760 -0.869 1.630  -0.46
O 1.178 -3.085 0.948  -0.60
C 2.547 -1.642 -0.788  0.15
F 2.243 -2.568 -1.688  -0.06
F 2.655 -0.430 -1.322  -0.07
F 3.668 -2.074 -0.216  -0.22
C -1.622 -6.934 -1.814  0.57
F -0.997 -8.072 -1.504  -0.19
F -1.100 -6.460 -2.976  -0.23
F -2.898 -7.066 -1.967  -0.16
S -1.202 -5.684 -0.422  0.53
O -1.429 -6.403 0.802  -0.42
O 0.201 -5.385 -0.725  -0.59
N -2.165 -4.270 -0.771  0.29
S -3.472 -4.513 0.105  0.53
O -4.006 -5.845 0.066  -0.55
O -3.417 -3.878 1.405  -0.26
C -4.734 -3.488 -0.958  0.45
F -5.764 -3.121 -0.242  -0.17
F -4.081 -2.419 -1.463  -0.19
F -5.129 -4.259 -1.985  -0.24
Br -4.308 -1.994 4.011  -0.14
C -4.474 -0.269 3.056  -0.30
C -5.045 -0.492 1.642  -0.07
Br -5.250 1.212 0.637  -0.20
H -3.565 0.327 3.072  0.10
H -5.225 0.258 3.640  0.42
H -6.028 -0.961 1.683  0.55
H -4.518 -1.250 1.065  -0.41
Br 3.148 2.770 -0.919  -0.17
C 3.951 1.901 0.663  0.01
C 5.434 2.107 0.827  -0.78
Br 6.385 1.322 -0.769  -0.19
H 3.656 0.853 0.705  0.18
H 3.404 2.280 1.529  -0.08
H 5.855 1.569 1.673  0.47
H 5.678 3.164 0.895  0.42
Br -1.719 5.865 1.993  -0.13
C -3.417 4.842 2.214  -0.48
C -3.579 4.311 3.660  -0.34
Br -5.381 3.491 3.759  -0.17
H -3.399 4.065 1.453  0.14
H -4.209 5.535 1.944  0.47
H -3.653 5.098 4.405  0.39
H -2.843 3.573 3.968  0.16
Br 1.676 3.796 2.881  -0.22
C 1.471 4.638 1.107  0.19
C 1.575 6.153 1.271  -0.91
Br 0.760 6.981 -0.343  -0.17
H 0.526 4.334 0.663  0.19
H 2.257 4.170 0.519  -0.13
H 2.581 6.562 1.294  0.46
H 1.095 6.376 2.222  0.48
Br -2.543 0.991 6.227  -0.19
C -1.104 -0.187 5.468  -0.15
C 0.071 0.602 4.852  -0.05
Br 1.052 1.493 6.319  -0.15
H -1.505 -0.896 4.748  -0.23
H -0.596 -0.659 6.307  0.59
H -0.273 1.342 4.131  0.08
H 0.717 -0.099 4.327  0.09
Br 0.783 -3.080 4.386  -0.14
C -0.780 -3.966 3.582  0.15
C -1.475 -4.796 4.648  -0.64
Br -2.940 -5.806 3.837  -0.18
H -0.434 -4.543 2.724  0.31
H -1.507 -3.328 3.077  -0.30
H -1.932 -4.136 5.382  0.35
H -0.791 -5.500 5.116  0.46
C -0.078 3.380 -3.502  -1.08
C 0.301 4.641 -4.267  0.37
C -0.746 5.170 -5.261  -0.45
O -1.132 6.387 -4.707  -0.35
C -0.377 6.725 -3.632  0.58
O -0.378 7.800 -3.116  -0.53
O 0.447 5.710 -3.298  -0.24
H 0.720 3.145 -2.796  0.01
H -0.223 2.473 -4.086  0.41
H -0.950 3.728 -2.947  0.35
H 1.221 4.567 -4.847  0.32
H -1.538 4.421 -5.313  0.28
H -0.314 5.283 -6.255  0.29
C 5.156 -2.888 -3.289  -1.44
C 4.776 -1.670 -4.097  0.92
C 5.707 -0.448 -4.156  0.09
O 5.812 -0.202 -5.537  -0.34
C 5.132 -1.168 -6.239  0.48
O 5.176 -1.250 -7.425  -0.53
O 4.472 -2.048 -5.428  -0.42
H 5.325 -2.544 -2.268  0.34
H 6.044 -3.347 -3.727  0.42
H 4.407 -3.676 -3.228  0.28
H 3.785 -1.390 -3.727  -0.13
H 6.650 -0.689 -3.663  0.22
H 5.213 0.301 -3.536  0.04
O 0.226 -3.915 -3.177  -0.39
H 0.689 -4.598 -2.668  0.30
H 0.623 -3.944 -4.055  0.25

=====

# 2
Entry from the OMol25 dataset: a single C4H2F2O molecule at a distorted geometry (wB97M-V/def2-TZVPD).

Results
**Energy relative to the best compared isomer or geometry (same formula, charge and spin)**: 149.3 kcal per mole
**Kohn-Sham gap (spin up / spin down)**: 6.78 / 6.65 eV

Each line ends with the natural charge from an NBO analysis.
Element x y z (Å)
C 0.574 2.468 0.334  -0.02
C 0.366 1.315 0.020  -0.49
C 0.330 -0.183 -0.433  -0.08
C -1.036 -0.478 -0.133  0.98
O 1.369 -0.811 0.293  -0.69
F -1.451 -0.817 1.058  -0.24
F -2.041 -0.090 -0.887  -0.23
H 0.617 -0.379 -1.522  0.27
H 1.272 -1.025 1.270  0.50

=====

# 3
Entry from the OMol25 dataset: 2 unconnected molecules or ions with the total composition C3H4O2Si at a distorted geometry (wB97M-V/def2-TZVPD).

Results
**Energy relative to the best compared isomer or geometry (same formula, charge and spin)**: 33.0 kcal per mole
**SMILES**: O=[SiH2].C=C=C=O
**Kohn-Sham gap**: 8.24 eV

Each line ends with the natural charge from an NBO analysis.
Element x y z (Å)
C 0.576 -1.245 -1.813  -0.23
C 0.546 0.047 -1.472  -0.34
C -0.115 1.117 -1.071  0.61
O -0.285 2.239 -0.711  -0.47
O -1.232 -0.884 1.763  -1.14
Si -0.451 0.377 2.102  1.56
H 1.512 -1.756 -1.944  0.21
H 0.962 0.288 2.607  -0.22
H -1.147 1.674 2.453  -0.21
H -0.366 -1.858 -1.915  0.22

=====

# 4
Entry from the OMol25 dataset: 8 unconnected molecules or ions with the total composition C20H57NO16 at a distorted geometry (wB97M-V/def2-TZVPD).

Results
**Energy relative to the best compared isomer or geometry (same formula, charge and spin)**: 51.8 kcal per mole
**SMILES**: COCCNCCOC.OCCO.OCCO.OCCO.OCCO.OCCO.OCCO.OCCO
**Kohn-Sham gap**: 9.79 eV

Each line ends with the Mulliken charge.
Element x y z (Å)
C 6.803 19.443 21.805  -0.74
O 6.041 19.542 20.580  -0.36
C 6.595 20.390 19.587  -0.53
C 5.541 20.816 18.522  -1.07
N 5.436 19.997 17.279  0.02
C 4.316 20.547 16.464  -0.83
C 4.039 19.490 15.366  -0.63
O 3.300 18.378 15.832  -0.40
C 3.540 17.095 15.309  -0.60
H 7.605 18.715 21.678  0.28
H 6.162 18.978 22.555  0.26
H 7.176 20.407 22.150  0.30
H 7.542 19.985 19.232  0.40
H 6.855 21.371 19.986  0.42
H 5.684 21.853 18.220  0.51
H 4.598 20.871 19.067  0.52
H 5.339 19.004 17.434  0.18
H 4.528 21.512 16.005  0.43
H 3.362 20.670 16.978  0.38
H 4.924 19.098 14.866  0.34
H 3.368 19.890 14.606  0.46
H 2.802 16.431 15.760  0.26
H 4.512 16.702 15.608  0.20
H 3.464 17.109 14.222  0.31
C 8.113 22.766 10.630  -0.26
C 6.746 22.650 9.822  -0.62
O 5.646 23.152 10.471  -0.49
O 8.130 21.677 11.588  -0.31
H 8.226 23.712 11.159  0.28
H 8.943 22.702 9.927  0.28
H 6.537 21.640 9.469  0.27
H 6.898 23.218 8.904  0.40
H 5.754 24.096 10.334  0.33
H 7.436 21.897 12.214  0.14
C 12.899 21.168 16.940  -0.63
C 13.201 22.638 16.647  0.11
O 14.583 22.800 16.300  -0.58
O 12.209 20.627 15.844  -0.48
H 12.124 21.160 17.706  0.24
H 13.692 20.488 17.252  0.36
H 13.165 23.109 17.629  0.24
H 12.480 23.179 16.035  0.13
H 14.685 22.248 15.521  0.30
H 11.375 21.099 15.897  0.31
C 11.360 26.568 17.791  0.06
C 12.267 26.691 16.594  -0.47
O 11.625 27.301 15.412  -0.43
O 12.083 26.040 18.886  -0.58
H 10.593 25.810 17.632  0.03
H 10.956 27.537 18.085  0.25
H 12.846 25.786 16.412  0.21
H 13.097 27.355 16.836  0.43
H 12.346 27.307 14.778  0.26
H 11.481 25.625 19.508  0.33
C 10.887 20.096 12.100  0.43
C 11.746 20.598 10.987  -0.62
O 12.996 21.164 11.244  -0.52
O 11.534 19.061 12.769  -0.60
H 9.916 19.803 11.702  0.25
H 10.734 20.831 12.890  -0.15
H 11.245 21.351 10.380  0.23
H 11.906 19.733 10.343  0.33
H 13.570 20.958 10.503  0.32
H 12.296 19.425 13.227  0.33
C 9.523 23.207 15.653  0.59
C 8.017 23.618 15.518  -0.52
O 7.309 22.652 14.847  -0.37
O 9.782 22.095 16.444  -0.41
H 10.131 24.041 16.004  -0.06
H 9.834 22.962 14.638  -0.02
H 7.875 24.570 15.006  0.17
H 7.467 23.606 16.460  0.24
H 7.239 21.898 15.437  0.27
H 9.147 21.400 16.257  0.60
C 8.259 17.867 16.242  -0.97
C 8.534 19.195 15.479  -0.15
O 7.979 20.259 16.249  -0.81
O 6.887 17.672 16.617  -0.46
H 8.903 17.775 17.117  0.36
H 8.505 17.016 15.607  0.35
H 8.001 19.160 14.529  0.18
H 9.566 19.334 15.153  0.47
H 7.166 20.003 16.692  0.03
H 6.811 17.257 17.479  0.27
C 7.424 27.980 15.344  -0.58
C 8.200 28.961 14.449  -0.26
O 9.061 28.123 13.652  -0.55
O 8.171 27.266 16.315  -0.38
H 7.055 27.236 14.638  0.21
H 6.468 28.314 15.748  0.50
H 8.823 29.587 15.087  0.21
H 7.568 29.636 13.872  0.35
H 9.552 27.554 14.249  0.27
H 8.182 27.734 17.153  0.24